{"formula": "C4H14N2O", "method": "ωB97M-V/def2-TZVPD", "spin_multiplicity": 1, "smiles": "[NH3+]CC[C@@H]([NH3+])CO", "total_energy_ha": -344.90950, "charge": 2, "e_lumo_ev": -7.0, "max_force_ha_per_bohr": 0.0577, "relative_energy_ev": 1.1000, "species": ["N", "C", "C", "C", "N", "C", "O", "H", "H", "H", "H", "H", "H", "H", "H", "H", "H", "H", "H", "H", "H"], "positions_angstrom": [[-0.50602, -2.12238, -2.14481], [0.33844, -1.20586, -1.25847], [-0.62585, -0.37529, -0.28201], [0.07781, 0.24296, 0.88809], [1.31809, 1.07318, 0.43586], [-0.75169, 1.44045, 1.55042], [0.14421, 1.95209, 2.48318], [-1.39510, -2.08475, -1.64896], [-0.47475, -1.81052, -3.11786], [-0.14097, -3.07901, -2.17035], [0.86645, -0.46179, -1.84239], [1.06044, -1.76118, -0.65998], [-1.34924, -1.16472, -0.05289], [-1.05626, 0.39045, -0.92862], [0.41281, -0.51039, 1.60482], [2.08610, 0.40863, 0.30190], [1.65620, 1.58243, 1.26587], [1.19880, 1.71172, -0.34750], [-0.98546, 2.14682, 0.72312], [-1.64695, 1.07241, 2.06914], [-0.22705, 2.55474, 3.13143]], "mulliken_charge": [-0.16, -0.74, -0.70, -0.36, -0.34, -0.70, -0.55, 0.35, 0.38, 0.36, 0.33, 0.38, 0.65, 0.33, 0.51, 0.36, 0.38, 0.34, 0.38, 0.43, 0.35]}


{"formula": "C25H25N4NiO2PS2", "method": "ωB97M-V/def2-TZVPD", "spin_multiplicity": 1, "total_energy_ha": -3983.26438, "e_lumo_ev": [-0.6, -0.5], "max_force_ha_per_bohr": 0.0196, "relative_energy_ev": 0.7585, "species": ["Ni", "O", "C", "O", "C", "P", "C", "C", "C", "C", "C", "C", "C", "C", "C", "C", "C", "C", "H", "H", "H", "H", "H", "H", "H", "H", "H", "H", "H", "H", "C", "C", "C", "C", "N", "C", "S", "N", "H", "H", "H", "H", "H", "C", "C", "C", "C", "N", "C", "S", "N", "C", "H", "H", "H", "H", "H", "H", "H", "H"], "positions_angstrom": [[-1.38649, 0.78925, 1.09545], [-4.01551, -1.81173, -0.44998], [-3.25866, -1.32533, 0.38038], [-3.13063, -0.05447, 0.62042], [-2.36024, -2.22327, 1.22068], [-0.75326, -1.37127, 1.35794], [0.22252, -2.52683, 2.37065], [0.75668, -3.68285, 1.80445], [1.43659, -4.59086, 2.60279], [1.58524, -4.34946, 3.96450], [1.06132, -3.19578, 4.52948], [0.38125, -2.28356, 3.73353], [-0.01934, -1.59352, -0.30353], [1.32041, -1.22592, -0.44899], [1.91605, -1.23015, -1.69767], [1.17729, -1.59175, -2.82034], [-0.15016, -1.96542, -2.68165], [-0.75282, -1.96730, -1.42594], [-2.27423, -3.22751, 0.81632], [-2.78860, -2.27587, 2.22392], [0.64295, -3.86864, 0.74314], [1.85018, -5.49172, 2.16664], [2.12018, -5.05953, 4.58400], [1.18308, -3.00944, 5.58979], [-0.02648, -1.37669, 4.16668], [1.89194, -0.91006, 0.41544], [2.95566, -0.93869, -1.79504], [1.63387, -1.57584, -3.80397], [-0.72599, -2.26201, -3.55253], [-1.79467, -2.25955, -1.33909], [3.93950, 5.03668, 2.19088], [3.57062, 3.59232, 2.01277], [4.44246, 2.55448, 2.31999], [3.98219, 1.27200, 2.09791], [2.77075, 1.00928, 1.61056], [1.99398, 2.07255, 1.33210], [0.43780, 1.84947, 0.53459], [2.35170, 3.34637, 1.52441], [5.01181, 5.16362, 2.34238], [3.40937, 5.44737, 3.05303], [3.61745, 5.59734, 1.31421], [5.43539, 2.74440, 2.70897], [4.60868, 0.40757, 2.30089], [-4.40967, -0.09472, -3.17650], [-3.45088, 0.99622, -2.84037], [-2.53964, 1.52202, -3.71271], [-1.66469, 2.50811, -3.24151], [-1.73117, 2.97876, -2.00042], [-2.59003, 2.43324, -1.13473], [-2.64490, 2.90557, 0.51613], [-3.46412, 1.47664, -1.58006], [-0.56308, 3.05486, -4.09058], [-4.23090, -0.47044, -4.18132], [-5.43844, 0.26789, -3.10781], [-4.30857, -0.90690, -2.45268], [-2.48453, 1.16522, -4.73223], [-3.93279, 0.95149, -0.84478], [-0.66964, 2.76852, -5.13636], [0.38236, 2.66645, -3.70183], [-0.52920, 4.13940, -3.99242]], "mulliken_charge": [-0.26, -0.67, 0.09, -0.68, -0.72, 1.29, 0.63, -0.25, -0.69, -0.43, -0.66, -0.44, 0.25, -0.29, -0.68, -0.59, -0.61, -0.46, 0.44, 0.45, 0.37, 0.40, 0.39, 0.40, 0.41, 0.50, 0.43, 0.38, 0.45, 0.32, -1.19, 0.91, -0.73, -0.23, -0.18, -0.05, -0.03, -0.52, 0.35, 0.26, 0.32, 0.34, 0.44, -1.25, 0.86, -0.90, 1.02, -0.43, 0.15, -0.33, 0.02, -1.23, 0.36, 0.34, 0.28, 0.34, 0.32, 0.35, 0.26, 0.36]}


{"formula": "CH3I3Si", "method": "ωB97M-V/def2-TZVPD", "spin_multiplicity": 1, "total_energy_ha": -1222.46683, "e_lumo_ev": [-1.8, -3.5], "max_force_ha_per_bohr": 0.0594, "relative_energy_ev": 3.4450, "species": ["C", "Si", "I", "I", "I", "H", "H", "H"], "positions_angstrom": [[0.04124, 0.29678, -0.61356], [-1.27328, 0.55105, 0.73359], [-1.35539, -1.71818, 1.80325], [5.05242, -0.79012, 0.50449], [-3.50835, 1.11130, -0.12306], [0.13666, -0.84957, -0.55111], [-0.22748, 0.78186, -1.55977], [1.13417, 0.61687, -0.19383]], "mulliken_charge": [-0.77, 0.17, -0.10, 0.00, -0.05, 0.24, 0.30, 0.22]}


{"formula": "C4H12N2O", "method": "ωB97M-V/def2-TZVPD", "spin_multiplicity": 1, "smiles": "CC/C(N)=C/N.O", "total_energy_ha": -344.33260, "e_lumo_ev": 0.9, "max_force_ha_per_bohr": 0.0367, "relative_energy_ev": 1.4264, "species": ["C", "C", "C", "N", "C", "N", "H", "H", "H", "H", "H", "H", "H", "H", "H", "H", "O", "H", "H"], "positions_angstrom": [[-1.20639, 0.83976, -2.05654], [-1.38017, 1.28864, -0.60390], [-0.95279, 0.17775, 0.31076], [-1.69762, -1.01160, 0.39137], [0.16008, 0.30565, 1.04746], [0.71033, -0.81011, 1.75241], [-0.22696, 1.09653, -2.44872], [-2.01936, 1.22396, -2.69458], [-1.43533, -0.22153, -2.21380], [-2.42823, 1.54008, -0.37639], [-0.88290, 2.25283, -0.48684], [-2.45593, -1.08714, -0.26523], [-1.12852, -1.83855, 0.26998], [0.68688, 1.24179, 1.14176], [1.27910, -0.54077, 2.55117], [-0.02145, -1.43975, 2.06308], [3.62218, -0.61957, -0.54809], [2.70280, -0.71856, -0.31998], [4.03292, 0.06663, -0.02758]], "mulliken_charge": [-1.01, -0.68, 0.69, -0.69, -0.59, -0.56, 0.29, 0.32, 0.29, 0.33, 0.30, 0.29, 0.22, 0.36, 0.24, 0.23, -0.66, 0.34, 0.31]}